(1)
ORCA calculation (ωB97M-V with the def2-TZVPD basis set) on a molecular structure, C27H32CsN9O6S2Si.

Calculated values
Relative energy (zero: lowest compared OMol25 entry of this formula, charge and spin) in eV: 0.601
Frontier orbital gap in eV: 5.65
E_HOMO in Eh: -0.0749
Net charge: -2
Spin multiplicity: 1
M in g mol⁻¹: 803.74
E_tot in eV: -84310.89429

The geometry in XYZ format:
```
78
C27H32CsN9O6S2Si (ωB97M-V with the def2-TZVPD basis set)
Cs 1.749 0.655 0.099
C -4.063 -1.129 -2.099
Si -2.225 -1.526 -1.769
C -2.026 -1.309 0.079
C -2.042 -3.383 -2.104
N -1.097 -0.600 -2.638
C -0.883 -0.736 -3.951
C -1.782 -1.315 -4.903
C -1.503 -1.424 -6.252
C -0.303 -0.962 -6.785
C 0.607 -0.386 -5.903
C 0.323 -0.278 -4.560
O 1.331 0.265 -3.751
C 1.267 1.585 -3.475
C 0.146 2.375 -3.722
C 0.169 3.718 -3.373
C 1.289 4.289 -2.786
C 2.408 3.497 -2.558
C 2.405 2.155 -2.904
H -4.703 -1.747 -1.461
H -4.358 -1.298 -3.137
H -4.274 -0.083 -1.858
H -2.594 -2.074 0.617
H -2.398 -0.346 0.433
H -0.989 -1.405 0.410
H -2.749 -3.961 -1.500
H -1.031 -3.704 -1.839
H -2.202 -3.635 -3.155
H -2.731 -1.685 -4.535
H -2.241 -1.882 -6.905
H -0.078 -1.050 -7.840
H 1.566 -0.016 -6.250
H -0.735 1.925 -4.160
H -0.714 4.322 -3.550
H 1.290 5.335 -2.505
H 3.294 3.922 -2.102
H 3.275 1.531 -2.736
C 2.337 0.764 6.208
C 1.216 1.588 6.315
C 0.392 1.789 5.225
C 0.685 1.148 4.020
C 1.794 0.319 3.921
C 2.631 0.131 5.012
N -0.053 1.322 2.814
N -1.074 2.012 2.906
C -1.771 2.150 1.661
C -3.131 2.414 1.747
C -3.852 2.505 0.569
C -3.190 2.342 -0.637
C -1.823 2.097 -0.615
N -1.123 2.014 0.513
H 2.988 0.632 7.064
H 0.994 2.082 7.253
H -0.474 2.434 5.284
H 2.019 -0.176 2.986
H 3.512 -0.486 4.878
H -3.589 2.509 2.722
H -4.920 2.686 0.593
H -3.713 2.380 -1.582
H -1.278 1.917 -1.535
N 2.066 -2.242 1.167
N 1.916 -3.099 2.280
C 1.003 -2.811 3.239
N 1.350 -3.188 4.478
N -0.113 -2.189 2.871
N -1.058 -1.968 3.812
O -1.897 -1.130 3.539
O -1.109 -2.614 4.877
H 2.103 -2.810 0.326
H 3.008 -1.848 1.283
H 2.851 -3.277 2.662
H 2.301 -3.454 4.659
H 0.634 -3.180 5.186
O 4.192 0.753 1.940
S 5.027 -0.368 1.450
O 6.432 -0.015 1.322
O 4.449 -0.871 0.177
S 4.871 -1.903 2.839
```

***

(2)
ORCA calculation (ωB97M-V with the def2-TZVPD basis set) on a molecular structure, C30H15Cl7CuN6.

Calculated values
Relative energy (zero: lowest compared OMol25 entry of this formula, charge and spin) in eV: 0.000
Frontier orbital gap (spin up / spin down) in eV: 3.83 / 4.92
E_HOMO (spin up / spin down) in Eh: 0.0080 / -0.0320
Net charge: -2
Spin multiplicity: 2
M in g mol⁻¹: 771.21
E_tot in eV: -172590.67709

The geometry in XYZ format:
```
59
C30H15Cl7CuN6 (ωB97M-V with the def2-TZVPD basis set)
Cu -0.602 -0.286 -0.022
C -3.230 -3.162 1.284
C -2.329 -4.140 1.752
C -1.036 -3.785 1.985
C -0.577 -2.463 1.725
N -1.455 -1.568 1.143
C -2.732 -1.919 0.989
N 0.666 -2.173 2.070
C 1.129 -0.930 1.958
N 0.424 0.142 1.504
C 1.088 1.297 1.811
N 0.663 2.532 1.795
C -0.594 2.884 1.470
C -0.875 4.273 1.533
C -2.143 4.727 1.283
C -3.136 3.797 0.970
C -2.777 2.459 0.943
N -1.569 1.998 1.187
C 2.387 0.933 2.335
C 3.510 1.676 2.649
C 4.669 1.004 2.982
C 4.699 -0.394 3.053
C 3.568 -1.144 2.805
C 2.412 -0.484 2.414
H -4.268 -3.396 1.110
H -2.663 -5.159 1.898
H -0.303 -4.482 2.362
H -3.378 -1.146 0.587
H -0.067 4.940 1.789
H -2.377 5.787 1.334
H -4.150 4.110 0.762
H -3.525 1.703 0.715
H 3.476 2.756 2.597
H 5.580 1.560 3.173
H 5.635 -0.887 3.294
H 3.578 -2.223 2.871
Cl -2.162 1.748 -2.086
C -2.331 0.062 -2.375
C -1.608 -0.870 -1.620
C -1.803 -2.206 -1.986
Cl -0.920 -3.483 -1.239
C -2.710 -2.600 -2.969
Cl -2.927 -4.263 -3.361
C -3.447 -1.650 -3.655
Cl -4.605 -2.123 -4.832
C -3.218 -0.310 -3.386
Cl -4.033 0.869 -4.330
Cl 1.846 -1.938 -0.923
C 2.193 -0.572 -1.954
C 3.201 -0.728 -2.871
C 3.592 0.326 -3.686
C 2.965 1.555 -3.504
C 1.948 1.690 -2.599
Cl 1.216 3.249 -2.402
C 1.411 0.623 -1.792
N 0.356 0.862 -1.090
H 3.698 -1.687 -2.943
H 4.366 0.195 -4.430
H 3.274 2.417 -4.080
```

***

(3)
ORCA calculation (ωB97M-V with the def2-TZVPD basis set) on 5 unconnected molecules or ions with the total composition C42H95N7O14P.

Calculated values
Frontier orbital gap in eV: 5.77
E_HOMO in Eh: -0.3524
Net charge: +1
Spin multiplicity: 1
M in g mol⁻¹: 953.23
E_tot in eV: -93467.83707

The geometry in XYZ format:
```
159
C42H95N7O14P (ωB97M-V with the def2-TZVPD basis set)
C -2.414 -3.555 0.295
C -1.597 -2.677 -0.708
C -0.156 -3.268 -1.017
C -0.487 -4.701 -1.533
C 0.518 -5.310 -2.551
C -0.301 -6.182 -3.587
C 0.266 -7.626 -3.796
N -0.720 -8.594 -3.284
C -0.665 -9.879 -3.981
C -0.683 -8.749 -1.865
C 0.595 -8.602 -1.021
O -1.683 -9.048 -1.307
C 0.584 -2.261 -1.929
N 1.706 -1.735 -1.128
C 2.671 -0.826 -1.785
C 2.402 0.667 -1.450
O 3.061 1.483 -2.421
C 4.413 1.677 -2.129
C 5.524 0.764 -2.648
O 4.702 2.605 -1.487
C 1.754 -2.102 0.093
C 2.769 -1.643 1.111
P 1.823 -0.666 2.362
O 1.081 0.424 1.757
O 2.797 -0.102 3.530
O 0.737 -1.622 3.133
C 0.591 -3.102 0.339
N 1.353 -4.399 0.547
H -3.303 -3.948 -0.218
H -2.803 -2.931 1.114
H -1.833 -4.365 0.753
H -1.553 -1.647 -0.316
H -2.121 -2.653 -1.679
H -0.551 -5.414 -0.698
H -1.494 -4.664 -1.967
H 1.064 -4.571 -3.155
H 1.253 -5.992 -2.102
H -0.268 -5.675 -4.565
H -1.359 -6.283 -3.313
H 1.286 -7.748 -3.386
H 0.332 -7.794 -4.882
H -1.473 -10.561 -3.682
H -0.792 -9.739 -5.068
H 0.304 -10.408 -3.858
H 0.826 -7.550 -0.794
H 1.470 -9.111 -1.453
H 0.384 -9.094 -0.063
H -0.102 -1.392 -1.969
H 0.789 -2.501 -2.977
H 2.645 -1.041 -2.860
H 3.668 -1.087 -1.396
H 1.331 0.895 -1.558
H 2.692 0.928 -0.420
H 5.299 -0.311 -2.588
H 6.395 0.946 -2.006
H 5.813 0.982 -3.686
H 3.609 -1.085 0.685
H 3.113 -2.558 1.625
H 2.373 -0.288 4.388
H 1.176 -2.089 3.867
H 0.025 -2.953 1.264
H 1.995 -4.462 -0.245
H 1.914 -4.302 1.393
C -1.073 1.865 5.614
O 0.299 1.974 5.270
C 0.518 2.618 4.011
C 1.223 3.947 4.212
N 0.337 4.925 4.832
C 1.012 6.152 5.259
C 2.035 6.033 6.388
O 1.470 5.675 7.640
C 1.352 4.284 7.869
H -1.143 1.278 6.529
H -1.512 2.849 5.799
H -1.634 1.352 4.827
H -0.409 2.742 3.445
H 1.170 1.962 3.436
H 1.555 4.328 3.241
H 2.111 3.763 4.833
H -0.100 4.503 5.643
H 0.230 6.839 5.587
H 1.490 6.615 4.389
H 2.469 7.026 6.534
H 2.872 5.373 6.133
H 2.143 3.713 7.375
H 0.372 3.919 7.547
H 1.423 4.113 8.945
C -5.144 11.381 6.341
O -5.568 10.038 6.180
C -6.187 9.787 4.922
C -5.339 8.840 4.093
N -4.115 9.494 3.641
C -3.148 8.582 3.033
C -2.512 7.525 3.935
O -1.668 8.060 4.941
C -2.324 8.412 6.147
H -4.779 11.496 7.361
H -4.329 11.624 5.651
H -5.976 12.075 6.188
H -6.397 10.712 4.377
H -7.146 9.302 5.131
H -5.912 8.510 3.222
H -5.116 7.963 4.715
H -3.673 9.946 4.431
H -2.342 9.203 2.630
H -3.619 8.086 2.178
H -1.864 6.909 3.304
H -3.251 6.840 4.367
H -3.186 7.773 6.353
H -2.633 9.461 6.129
H -1.608 8.301 6.963
C -3.795 -8.703 -8.734
O -3.557 -9.199 -7.428
C -4.569 -8.834 -6.491
C -5.324 -10.065 -6.023
N -6.158 -10.604 -7.091
C -6.738 -11.912 -6.786
C -5.776 -13.092 -6.641
O -5.117 -13.448 -7.844
C -3.910 -12.752 -8.097
H -2.927 -8.945 -9.346
H -4.676 -9.172 -9.181
H -3.921 -7.616 -8.723
H -5.251 -8.081 -6.895
H -4.058 -8.391 -5.630
H -5.957 -9.798 -5.172
H -4.583 -10.802 -5.685
H -5.600 -10.691 -7.931
H -7.429 -12.145 -7.600
H -7.341 -11.829 -5.876
H -6.377 -13.963 -6.364
H -5.056 -12.950 -5.826
H -3.387 -12.481 -7.176
H -4.097 -11.856 -8.697
H -3.263 -13.405 -8.683
C 8.082 8.390 -1.159
O 7.067 7.651 -1.817
C 7.134 6.251 -1.568
C 5.922 5.793 -0.778
N 5.974 6.289 0.595
C 4.737 6.078 1.344
C 3.493 6.838 0.882
O 3.582 8.241 1.049
C 4.169 8.939 -0.036
H 8.009 9.425 -1.489
H 7.950 8.362 -0.073
H 9.074 8.011 -1.421
H 8.064 5.968 -1.069
H 7.118 5.756 -2.545
H 5.892 4.702 -0.763
H 5.027 6.157 -1.299
H 6.171 7.282 0.579
H 4.942 6.375 2.377
H 4.514 5.006 1.364
H 2.664 6.517 1.521
H 3.201 6.582 -0.143
H 3.975 8.454 -0.996
H 5.247 9.052 0.113
H 3.740 9.941 -0.062
```

***

(4)
ORCA calculation (ωB97M-V with the def2-TZVPD basis set) on 10 unconnected molecules or ions with the total composition C38H100N4O18.

Calculated values
Relative energy (zero: lowest compared OMol25 entry of this formula, charge and spin) in eV: 0.000
Frontier orbital gap in eV: 9.05
E_HOMO in Eh: -0.3141
Spin multiplicity: 1
M in g mol⁻¹: 901.23
E_tot in eV: -83835.99986

The geometry in XYZ format:
```
160
C38H100N4O18 (ωB97M-V with the def2-TZVPD basis set)
C -8.492 4.700 -1.153
O -7.465 3.765 -1.009
C -6.173 4.361 -1.104
C -5.177 3.327 -0.632
N -5.116 2.152 -1.495
C -4.707 0.949 -0.782
C -4.819 -0.217 -1.741
O -6.186 -0.323 -2.131
C -6.395 -1.281 -3.139
H -9.440 4.300 -0.782
H -8.665 4.961 -2.202
H -8.386 5.622 -0.567
H -6.194 5.279 -0.506
H -5.974 4.726 -2.122
H -5.481 2.970 0.360
H -4.195 3.798 -0.564
H -5.975 1.972 -1.995
H -5.344 0.783 0.094
H -3.662 0.895 -0.463
H -4.582 -1.176 -1.262
H -4.085 -0.091 -2.547
H -5.833 -1.064 -4.054
H -7.448 -1.244 -3.422
H -6.156 -2.276 -2.751
C -5.498 1.222 4.866
O -4.287 1.629 4.311
C -4.420 2.221 3.022
C -3.032 2.387 2.442
N -2.150 3.255 3.212
C -0.791 3.197 2.662
C 0.198 3.958 3.531
O 0.487 3.194 4.673
C 1.239 3.955 5.590
H -5.362 0.870 5.889
H -5.968 0.426 4.274
H -6.198 2.064 4.975
H -4.953 3.172 3.087
H -4.931 1.458 2.424
H -3.117 2.840 1.448
H -2.564 1.410 2.260
H -2.087 2.895 4.162
H -0.868 3.544 1.627
H -0.405 2.174 2.512
H -0.321 4.894 3.782
H 1.082 4.248 2.952
H 1.398 3.349 6.482
H 0.685 4.841 5.921
H 2.205 4.296 5.207
C 9.136 -8.819 0.437
O 8.689 -7.769 -0.403
C 7.760 -6.928 0.250
C 7.211 -5.932 -0.772
N 6.327 -4.995 -0.064
C 5.435 -4.254 -0.974
C 4.496 -3.430 -0.103
O 3.620 -2.746 -0.977
C 2.381 -2.349 -0.403
H 8.368 -9.595 0.508
H 9.428 -8.413 1.409
H 10.002 -9.268 -0.048
H 8.203 -6.404 1.105
H 6.917 -7.542 0.588
H 6.579 -6.461 -1.483
H 8.043 -5.408 -1.253
H 6.917 -4.348 0.446
H 4.841 -4.996 -1.502
H 6.011 -3.546 -1.577
H 5.057 -2.678 0.466
H 4.005 -4.097 0.613
H 1.867 -1.844 -1.212
H 2.476 -1.742 0.500
H 1.851 -3.257 -0.089
C 9.577 4.207 2.215
O 8.195 4.284 2.565
C 7.619 5.473 2.043
C 6.155 5.487 2.433
N 5.444 4.362 1.760
C 4.208 4.043 2.458
C 3.419 2.963 1.765
O 4.235 1.899 1.365
C 3.478 0.904 0.708
H 9.998 3.385 2.796
H 10.070 5.135 2.503
H 9.662 3.881 1.177
H 7.690 5.523 0.953
H 8.096 6.303 2.576
H 5.677 6.444 2.214
H 6.045 5.287 3.510
H 6.154 3.645 1.893
H 3.614 4.943 2.618
H 4.448 3.659 3.463
H 2.848 3.365 0.910
H 2.606 2.598 2.416
H 4.117 0.084 0.396
H 2.987 1.313 -0.183
H 2.665 0.586 1.369
C 2.296 0.480 -4.634
C 2.608 1.255 -3.355
C 3.994 0.930 -2.821
O 2.533 2.656 -3.700
H 2.272 -0.604 -4.487
H 3.000 0.696 -5.440
H 1.301 0.741 -5.004
H 1.852 1.071 -2.591
H 4.606 0.381 -3.537
H 3.831 0.224 -2.000
H 4.469 1.813 -2.401
H 3.142 2.778 -4.437
C -1.157 -5.674 -3.696
C -1.570 -4.234 -3.400
C -2.972 -3.925 -3.911
O -1.513 -4.057 -1.980
H -0.199 -5.891 -3.220
H -1.137 -5.886 -4.766
H -1.847 -6.392 -3.244
H -0.846 -3.591 -3.903
H -3.314 -2.997 -3.443
H -3.640 -4.741 -3.635
H -3.020 -3.769 -4.989
H -2.114 -4.677 -1.534
O -2.934 5.443 -1.900
C -1.776 4.912 -2.501
C -1.399 3.566 -1.896
O -2.221 2.507 -2.380
H -3.625 5.565 -2.553
H -1.879 4.834 -3.587
H -0.892 5.554 -2.382
H -1.556 3.601 -0.812
H -0.354 3.364 -2.129
H -3.138 2.659 -2.096
O -3.458 -6.116 -0.915
C -3.933 -5.185 0.057
C -5.139 -4.374 -0.394
O -6.263 -5.246 -0.301
H -4.143 -6.773 -1.077
H -4.188 -5.739 0.966
H -3.123 -4.515 0.351
H -5.028 -4.040 -1.423
H -5.212 -3.539 0.308
H -7.090 -4.759 -0.287
O -1.158 -2.450 1.997
C -2.413 -2.567 2.661
C -3.279 -1.373 2.322
O -3.698 -1.431 0.952
H -0.528 -3.040 2.421
H -2.895 -3.487 2.302
H -2.367 -2.779 3.736
H -2.731 -0.439 2.467
H -4.163 -1.415 2.958
H -2.895 -1.539 0.409
O 0.127 -0.284 0.608
C -0.523 0.336 -0.486
C -0.949 -0.649 -1.543
O -1.803 -1.581 -0.879
H -0.393 -1.010 0.982
H -1.424 0.811 -0.082
H 0.180 1.083 -0.852
H -0.063 -1.195 -1.888
H -1.471 -0.188 -2.384
H -1.797 -2.444 -1.344
```

***

Among the records above, which one has the highest E_tot?
C38H100N4O18